No. 1
This record from OMol25 describes a structure of composition C35H54BCl2FeN5O2P2. The level of theory is the ωB97M-V functional and the def2-TZVPD basis.

Atoms and positions in Å:
Fe1 -0.444 -0.530 0.257
C1 -1.424 1.969 -3.678
C2 0.001 1.417 -3.545
C3 0.604 1.238 -4.939
C4 0.855 2.413 -2.742
P1 -0.030 -0.137 -2.469
C5 1.800 -0.532 -2.448
N1 2.264 -0.109 -1.141
B1 1.502 -0.100 0.057
N2 2.375 0.235 1.120
C6 2.016 0.206 2.522
P2 0.175 0.530 2.556
C7 -0.466 -0.506 3.991
C8 0.303 -0.336 5.299
C9 -1.949 -0.159 4.183
C10 -0.372 -1.966 3.531
C11 0.144 2.377 2.963
C12 0.971 3.051 1.853
C13 -1.300 2.897 2.894
C14 0.753 2.726 4.323
C15 3.619 0.555 0.571
C16 4.775 1.041 1.159
C17 5.852 1.339 0.334
C18 5.783 1.141 -1.040
C19 4.636 0.633 -1.637
C20 3.551 0.347 -0.826
C21 -0.887 -1.568 -3.364
C22 -2.396 -1.283 -3.328
C23 -0.638 -2.814 -2.512
C24 -0.411 -1.818 -4.794
H1 -1.382 2.987 -4.073
H2 -1.933 2.004 -2.713
H3 -2.021 1.374 -4.367
H4 0.840 2.229 -5.336
H5 -0.096 0.770 -5.628
H6 1.527 0.659 -4.945
H7 0.787 3.400 -3.204
H8 1.910 2.129 -2.723
H9 0.501 2.492 -1.715
H10 2.350 -0.009 -3.226
H11 1.958 -1.606 -2.586
H12 2.596 0.934 3.088
H13 2.207 -0.784 2.946
H14 0.089 0.621 5.770
H15 1.382 -0.420 5.155
H16 -0.002 -1.120 5.996
H17 -2.073 0.815 4.654
H18 -2.420 -0.900 4.833
H19 -2.485 -0.157 3.230
H20 0.660 -2.320 3.492
H21 -0.818 -2.103 2.545
H22 -0.914 -2.601 4.235
H23 0.598 2.787 0.866
H24 2.030 2.789 1.909
H25 0.898 4.135 1.967
H26 -1.845 2.479 2.047
H27 -1.289 3.983 2.778
H28 -1.851 2.672 3.805
H29 1.660 2.163 4.543
H30 0.046 2.566 5.136
H31 1.016 3.786 4.323
H32 4.840 1.192 2.229
H33 6.760 1.733 0.772
H34 6.635 1.390 -1.659
H35 4.598 0.477 -2.708
H36 -2.713 -0.978 -2.327
H37 -2.947 -2.188 -3.594
H38 -2.681 -0.504 -4.033
H39 -0.981 -2.656 -1.488
H40 0.417 -3.099 -2.492
H41 -1.203 -3.654 -2.924
H42 -0.791 -1.058 -5.475
H43 -0.787 -2.783 -5.141
H44 0.679 -1.833 -4.863
Cl1 -1.761 4.324 -0.664
C25 -2.820 3.006 -0.383
C26 -4.169 3.180 -0.390
C27 -5.016 2.088 -0.116
Cl2 -6.704 2.367 -0.149
C28 -4.527 0.789 0.197
C29 -5.327 -0.309 0.524
C30 -4.691 -1.544 0.814
C31 -3.339 -1.639 0.763
N3 -2.522 -0.575 0.444
C32 -3.119 0.620 0.176
C33 -2.243 1.699 -0.125
O1 -0.980 1.505 -0.161
H45 -4.596 4.150 -0.596
H46 -6.402 -0.220 0.560
H47 -5.284 -2.408 1.080
H48 -2.828 -2.572 0.970
C34 1.730 -5.788 -0.317
N4 0.920 -4.670 0.127
C35 1.305 -3.384 0.160
N5 2.563 -3.096 -0.234
O2 0.511 -2.500 0.546
H49 1.179 -6.708 -0.150
H50 2.661 -5.854 0.251
H51 1.964 -5.716 -1.382
H52 -0.035 -4.836 0.393
H53 3.232 -3.814 -0.449
H54 2.885 -2.145 -0.137

Calculated values
DFT total energy: -127401.013 eV
expectation value of S²: 9.0164
total charge: +1
spin multiplicity: 6



No. 2
This record from OMol25 describes a structure of composition C35H54BrCrN3OP2 in a non-equilibrium geometry. The level of theory is the ωB97M-V functional and the def2-TZVPD basis.

Atoms and positions in Å:
N1 -7.021 5.395 -6.486
C1 -6.764 5.931 -5.292
C2 -5.931 5.295 -4.360
C3 -5.300 4.082 -4.708
C4 -5.568 3.554 -5.999
C5 -6.457 4.240 -6.842
C6 -4.377 3.424 -3.801
Cr1 0.321 0.208 -0.168
P1 5.483 -0.755 -1.041
C7 -3.486 2.504 -4.228
C8 -2.596 1.874 -3.339
C9 -1.357 1.480 -3.887
C10 -0.268 1.376 -3.033
C11 -0.541 1.381 -1.675
C12 -1.783 1.672 -1.103
C13 -2.850 1.893 -1.956
Br1 2.293 1.082 -1.345
H1 -4.375 3.768 -2.762
H2 -3.330 2.326 -5.292
H3 -5.770 5.746 -3.387
H4 -5.135 2.623 -6.359
H5 -7.227 6.894 -5.055
H6 -6.709 3.837 -7.834
H7 -1.248 1.418 -4.972
H8 -3.841 2.153 -1.579
H9 0.742 1.294 -3.442
H10 -1.928 1.740 -0.027
P2 -0.656 -1.902 -0.840
C14 5.463 1.056 -0.688
C15 6.633 1.905 -1.199
H11 5.402 1.162 0.407
H12 4.523 1.451 -1.110
H13 6.496 2.944 -0.874
H14 7.585 1.552 -0.794
H15 6.702 1.912 -2.291
C16 4.724 -1.267 -2.634
C17 5.502 -2.384 -3.367
H16 4.685 -0.362 -3.260
H17 3.697 -1.598 -2.423
H18 5.168 -2.446 -4.410
H19 6.584 -2.203 -3.378
H20 5.333 -3.370 -2.916
C18 4.485 -1.576 0.250
C19 5.377 -1.916 1.460
H21 4.107 -2.520 -0.183
H22 3.639 -0.911 0.478
H23 4.904 -2.674 2.096
H24 6.339 -2.323 1.120
H25 5.593 -1.050 2.094
C20 -0.602 -3.233 0.418
C21 -1.593 -4.390 0.279
H26 -0.723 -2.744 1.396
H27 0.426 -3.621 0.394
H28 -2.595 -4.117 0.631
H29 -1.684 -4.750 -0.752
H30 -1.263 -5.243 0.886
C22 0.457 -2.477 -2.188
C23 -0.065 -2.354 -3.616
H31 0.726 -3.520 -1.952
H32 1.373 -1.870 -2.077
H33 -0.917 -3.020 -3.808
H34 -0.368 -1.326 -3.858
H35 0.729 -2.636 -4.323
C24 -2.347 -1.887 -1.554
C25 -3.450 -1.557 -0.544
H36 -2.548 -2.857 -2.044
H37 -2.343 -1.129 -2.354
H38 -4.229 -0.949 -1.021
H39 -3.940 -2.463 -0.166
H40 -3.087 -0.986 0.320
C26 -2.520 -1.121 7.493
C27 -1.251 -0.305 7.602
N2 -1.074 0.691 6.524
C28 -0.545 2.001 6.968
C29 0.877 2.347 6.556
C30 -0.911 0.158 5.252
O1 -0.914 -1.067 5.102
C31 -0.780 1.014 4.014
C32 -1.136 2.366 3.930
C33 -0.772 3.058 2.782
C34 -0.202 2.389 1.703
N3 -0.018 1.042 1.702
C35 -0.303 0.363 2.861
H41 -3.390 -0.462 7.432
H42 -2.630 -1.746 8.382
H43 -2.483 -1.765 6.617
H44 -1.256 0.250 8.546
H45 -0.383 -0.984 7.598
H46 -1.234 2.797 6.646
H47 -0.591 1.981 8.065
H48 0.970 2.514 5.478
H49 1.161 3.273 7.071
H50 1.571 1.560 6.875
H51 -1.678 2.850 4.741
H52 -0.938 4.127 2.694
H53 0.077 2.916 0.786
H54 -0.125 -0.713 2.847

Calculated values
DFT total energy: -160714.802 eV
expectation value of S²: 6.4109
energy above the lowest of the compared OMol25 structures with the same formula, charge and spin: 0.0 kJ/mol
total charge: +2
spin multiplicity: 5